[1]
22
Properties=species:S:1:pos:R:3:forces:R:3:nbo_charge:R:1 method="wB97M-V/def2-TZVPD" homo_ev=-14.230 total_charge=+1 homo_lumo_gap_ev=9.905 de_lowest_kcal_mol=70.6 smiles="CC(=O)N[N+](C)=C(C)C"
C 0.1552 -2.9183 1.9127 -2.36 3.52 1.68 -0.705
C 0.7560 -1.6219 1.3597 0.18 -0.20 1.09 0.688
O 1.7040 -1.0049 1.7590 0.03 -0.12 0.69 -0.550
N 0.0344 -1.1114 0.2771 0.13 1.37 -0.94 -0.484
N 0.4877 0.1168 -0.2852 -0.63 1.49 0.45 -0.124
C 1.9049 0.3143 -0.6500 -0.69 1.66 -2.51 -0.455
C -0.3863 1.0921 -0.3741 0.19 -0.63 -1.31 0.524
C -1.7903 0.9574 -0.0404 -0.19 -0.76 6.63 -0.703
C -0.0889 2.2682 -1.2377 -1.42 1.30 1.40 -0.706
H 0.6201 -3.6113 1.3465 0.80 -2.97 -2.14 0.241
H 0.5068 -3.1321 2.9560 -0.67 0.64 -0.87 0.277
H -1.0146 -2.7843 1.7648 2.53 -0.99 0.52 0.243
H -0.2058 -1.7271 -0.4741 -0.39 -0.60 -0.22 0.407
H 2.3865 1.2118 -0.3277 -0.71 1.15 0.82 0.248
H 2.1581 0.3673 -1.7343 -0.81 -0.90 0.55 0.237
H 2.3900 -0.3643 -0.0968 2.04 -2.90 1.17 0.257
H -2.2096 0.3893 -0.7512 -1.98 -1.78 -2.96 0.266
H -2.3147 1.8512 0.2096 -0.07 1.03 -0.85 0.269
H -2.0903 0.3596 0.9710 1.42 0.85 -2.27 0.269
H 0.4640 3.0064 -0.6817 0.90 0.20 -0.01 0.279
H -0.9698 2.8551 -1.5726 -0.02 -0.80 0.72 0.269
H 0.3161 1.9677 -2.1387 1.72 -0.58 -1.65 0.254



[2]
15
Properties=species:S:1:pos:R:3:forces:R:3:nbo_charge:R:1 method="wB97M-V/def2-TZVPD" homo_ev=-3.908 total_charge=-1 homo_lumo_gap_ev=6.448 de_lowest_kcal_mol=0.0
C -0.6965 1.0526 -0.4461 1.38 -0.32 -0.67 0.529
C -0.7319 -0.2827 -1.0556 1.35 -0.36 0.35 -0.546
C -2.8351 0.3992 0.2590 0.04 0.54 -1.75 -0.123
C 2.6250 -0.3145 0.0935 -0.80 -0.20 -4.14 -0.866
N -1.9778 1.4153 0.0066 1.23 -0.44 0.28 -0.622
O 0.6737 -1.4050 1.5122 0.74 -0.58 -1.57 -0.975
O 1.5638 -2.7255 -0.4880 -0.15 -0.28 0.03 -0.958
O 0.2616 1.8372 -0.3714 -0.91 -0.47 0.14 -0.661
S -4.3468 0.6026 0.7746 -1.47 0.04 0.97 -0.178
S -2.2726 -0.9723 -0.6749 0.89 -0.45 0.75 0.372
S 1.1455 -1.4663 0.0960 -1.44 2.33 1.24 1.880
H 3.2805 -0.5993 0.8678 0.09 0.30 1.72 0.225
H 2.0748 0.6876 -0.0425 1.51 -1.18 0.70 0.293
H -2.0901 2.3612 0.3044 -0.41 0.31 0.49 0.416
H 3.3261 -0.5900 -0.8356 -2.03 0.78 1.45 0.214



[3]
52
Properties=species:S:1:pos:R:3:forces:R:3:nbo_charge:R:1 method="wB97M-V/def2-TZVPD" homo_ev="-15.569 / -15.570" total_charge=+2 homo_lumo_gap_ev="8.355 / 8.356" de_lowest_kcal_mol=0.0
N 1.7410 -0.5520 -0.5287 0.75 -0.45 2.06 -0.842
C 2.6953 -0.9883 0.1045 2.56 0.31 -1.72 0.837
O 3.8596 -1.3029 0.2613 -3.71 0.39 0.99 -0.543
Cs 4.0486 -0.5755 -2.4012 0.79 0.23 -1.36 0.992
Nb -0.1900 0.0201 -0.2442 1.84 -1.25 1.70 2.111
N -0.7343 -1.6668 -1.0929 -1.08 1.98 0.45 -0.636
N -0.1770 1.7974 -1.1547 -1.25 -1.67 0.67 -0.632
C -0.3080 -3.0831 -1.2454 0.28 -0.12 0.36 0.112
C 0.3250 3.0987 -0.6446 -0.20 0.42 0.23 0.099
C 0.8777 -3.1239 -2.1992 0.37 -0.11 -0.41 -0.608
C -1.4467 -3.9568 -1.7668 -0.06 -0.16 -0.19 -0.628
C 0.1058 -3.5933 0.1313 0.09 -0.34 0.36 -0.616
C 0.2791 4.1684 -1.7436 0.02 0.13 0.11 -0.629
C -0.5856 3.5358 0.5030 -0.21 0.14 0.24 -0.622
C 1.7551 2.9471 -0.1394 0.30 0.01 0.02 -0.615
H 0.6102 -2.6937 -3.1732 0.02 -0.16 0.15 0.221
H 1.2039 -4.1636 -2.3489 -0.14 0.30 0.01 0.245
H 1.7363 -2.5624 -1.8019 -0.37 -0.26 -0.06 0.179
H -2.2796 -3.9880 -1.0547 0.15 -0.08 -0.21 0.221
H -1.0854 -4.9900 -1.8893 -0.09 0.41 0.04 0.252
H -1.8060 -3.6118 -2.7435 0.01 -0.10 0.17 0.225
H 0.9849 -3.0632 0.5239 -0.18 -0.11 -0.15 0.194
H 0.3555 -4.6645 0.0712 -0.07 0.36 0.10 0.247
H -0.7161 -3.4676 0.8516 0.18 -0.11 -0.19 0.220
H 0.8110 3.8277 -2.6362 -0.04 0.14 0.01 0.217
H 0.7679 5.0796 -1.3694 -0.13 -0.31 -0.14 0.248
H -0.7535 4.4390 -2.0041 0.36 -0.04 0.02 0.227
H -1.6022 3.7208 0.1328 0.19 0.02 0.15 0.221
H -0.2049 4.4637 0.9484 -0.18 -0.19 -0.09 0.247
H -0.6401 2.7733 1.2944 0.10 0.17 -0.13 0.208
H 1.8321 2.2602 0.7176 -0.06 0.11 -0.16 0.210
H 2.1124 3.9342 0.1936 -0.07 -0.42 -0.06 0.252
H 2.4279 2.5994 -0.9378 -0.18 0.08 0.17 0.201
C -1.3149 1.8714 -2.0976 0.29 0.42 -0.54 -0.453
H -1.4860 0.8869 -2.5506 -0.07 0.18 0.00 0.210
H -2.2448 2.2341 -1.6247 0.37 -0.14 -0.10 0.217
H -1.0574 2.5630 -2.9073 -0.22 -0.36 0.01 0.246
C -2.1608 -1.3080 -1.2676 0.39 -0.75 -0.54 -0.421
H -2.8336 -2.0179 -0.7662 0.22 0.48 0.11 0.255
H -2.3455 -0.3053 -0.8117 -0.39 0.07 -0.06 0.182
H -2.4320 -1.2620 -2.3340 -0.08 0.28 0.38 0.238
C 1.2461 -0.3725 3.6920 -0.11 0.41 0.18 -0.635
C 0.1158 -0.9442 2.8628 -0.10 -0.34 -0.20 0.110
C -1.2527 -0.9894 3.5081 -0.10 0.34 0.17 -0.626
O -0.0635 -0.1144 1.6431 -0.09 0.14 -2.02 -0.716
H 1.0065 0.6509 4.0131 0.10 -0.25 -0.08 0.230
H 2.1801 -0.3603 3.1227 -0.08 0.03 0.05 0.213
H 1.4239 -0.9756 4.5958 -0.21 0.09 -0.36 0.255
H 0.3984 -1.9547 2.5334 -0.12 0.28 -0.18 0.186
H -1.5367 0.0188 3.8394 0.06 -0.28 0.06 0.228
H -2.0011 -1.3164 2.7790 0.11 -0.10 0.14 0.212
H -1.2681 -1.6731 4.3646 0.05 0.18 -0.18 0.251